Entry from OMol25: a cluster of 5 separate species, C6H23NO5 in total in a non-equilibrium geometry (ωB97M-V with the def2-TZVPD basis set).

XYZ file:
```
35
Properties=species:S:1:pos:R:3:nbo_charge:R:1
C -1.818 2.537 0.767 -0.625
C -1.810 1.505 -0.359 -0.238
N -0.582 0.700 -0.330 -0.470
C -0.877 -0.731 -0.116 -0.218
C -1.569 -0.985 1.231 -0.638
C 0.245 0.908 -1.525 -0.245
C 1.749 0.694 -1.272 -0.079
O 2.247 -0.301 -2.180 -0.718
H -2.616 3.256 0.570 0.211
H -2.055 2.160 1.759 0.224
H -0.886 3.069 0.923 0.201
H -2.725 0.948 -0.214 0.191
H -1.965 2.002 -1.312 0.194
H 0.037 -1.310 -0.293 0.190
H -1.451 -1.078 -0.999 0.157
H -2.237 -0.166 1.431 0.224
H -0.719 -1.179 1.879 0.220
H -2.238 -1.842 1.154 0.210
H -0.112 0.230 -2.313 0.172
H 0.064 1.937 -1.810 0.207
H 1.903 0.374 -0.240 0.177
H 2.334 1.583 -1.485 0.194
H 1.675 -1.063 -2.077 0.448
O -0.709 -4.366 0.374 -0.925
H -0.279 -3.842 -0.317 0.472
H -1.484 -3.798 0.502 0.455
O -0.406 1.477 3.178 -0.954
H -0.238 0.758 3.794 0.477
H -0.355 1.067 2.301 0.482
O 1.634 3.115 1.766 -0.952
H 1.093 3.005 0.984 0.460
H 1.237 2.565 2.452 0.489
O 1.593 -3.680 -2.122 -0.938
H 2.540 -3.562 -1.989 0.478
H 1.433 -3.056 -2.842 0.464
```

The LUMO energy comes out at 0.37 eV. The SMILES is CCN(CC)CCO.O.O.O.O. As for the net charge: 0. For the HOMO energy, the calculation gives -9.24 eV. The value obtained for the electronic energy is -673.30333 hartree. The value obtained for the orbital gap is 9.6 eV.

Entry from OMol25: a cluster of 7 separate species, C45H100N4O7 in total in a non-equilibrium geometry (ωB97M-V with the def2-TZVPD basis set).

XYZ file:
```
156
Properties=species:S:1:pos:R:3:mulliken_charge:R:1
C -4.128 -4.636 0.724 -1.823
C -2.865 -5.487 0.776 1.774
C -3.231 -6.885 1.359 -1.701
C -2.343 -5.640 -0.652 -1.138
C -0.888 -6.068 -0.771 -1.001
C -0.031 -5.199 0.144 0.018
C -0.471 -5.258 1.620 1.524
C -0.184 -6.641 2.214 -1.824
C 0.356 -4.193 2.344 -1.325
N -1.869 -4.816 1.603 1.294
O -2.388 -4.655 2.924 -0.616
H -3.811 -3.627 0.431 -0.017
H -4.758 -5.059 -0.056 0.566
H -4.589 -4.534 1.702 0.460
H -2.874 -7.044 2.373 0.271
H -4.310 -7.041 1.382 0.425
H -2.792 -7.665 0.731 0.340
H -2.986 -6.383 -1.132 0.551
H -2.454 -4.695 -1.196 0.003
H -0.761 -7.088 -0.397 0.301
H -0.540 -6.027 -1.801 0.471
H -0.038 -4.162 -0.201 -0.168
H 1.004 -5.562 0.155 -0.214
H 0.888 -6.753 2.367 0.415
H -0.506 -7.448 1.558 0.402
H -0.710 -6.736 3.165 0.331
H 1.326 -4.635 2.623 0.268
H -0.053 -3.933 3.319 0.482
H 0.647 -3.376 1.690 -0.248
H -2.350 -3.698 3.032 0.358
C 7.141 -2.339 2.591 -2.045
C 5.817 -3.022 2.223 1.819
C 5.280 -3.767 3.454 -1.798
C 4.846 -1.891 1.868 -1.387
C 3.604 -2.397 1.176 1.771
C 3.906 -3.338 -0.005 -1.335
C 4.936 -4.431 0.241 1.539
C 4.301 -5.690 0.824 -1.543
C 5.566 -4.781 -1.107 -2.121
N 6.010 -3.902 1.080 0.347
O 6.989 -4.898 1.316 -0.521
H 7.455 -1.718 1.745 0.462
H 7.056 -1.738 3.492 0.329
H 7.981 -3.027 2.722 0.495
H 4.244 -4.073 3.286 0.206
H 5.825 -4.700 3.607 0.351
H 5.305 -3.163 4.361 0.463
H 4.529 -1.430 2.808 0.415
H 5.342 -1.098 1.305 0.366
H 2.904 -2.876 1.859 -0.240
H 3.114 -1.537 0.717 -0.429
H 4.215 -2.727 -0.857 0.456
H 2.948 -3.787 -0.282 0.230
H 3.454 -6.001 0.200 0.409
H 3.892 -5.585 1.830 0.256
H 5.002 -6.525 0.838 0.411
H 6.205 -3.968 -1.462 0.501
H 4.851 -4.997 -1.903 0.360
H 6.228 -5.645 -1.014 0.396
H 7.819 -4.424 1.213 0.360
C 1.917 2.062 0.066 -1.519
C 0.741 1.991 1.045 2.177
C 1.203 2.542 2.386 -2.052
C -0.392 2.878 0.552 -1.791
C -1.093 2.311 -0.664 -0.925
C -1.611 0.908 -0.365 -0.803
C -0.648 -0.087 0.337 2.396
C -1.483 -1.052 1.173 -1.620
C 0.095 -0.883 -0.733 -1.523
N 0.225 0.651 1.242 0.189
O 1.194 -0.221 1.800 -0.439
H 2.745 1.411 0.350 0.027
H 1.627 1.678 -0.922 0.303
H 2.195 3.103 -0.097 0.481
H 1.646 3.538 2.275 0.405
H 0.334 2.738 3.027 0.452
H 1.866 1.910 2.972 0.290
H -1.119 3.058 1.348 0.341
H 0.021 3.866 0.319 0.499
H -1.962 2.914 -0.941 0.502
H -0.453 2.324 -1.551 0.342
H -1.926 0.447 -1.308 0.169
H -2.530 0.956 0.228 0.336
H -2.091 -0.647 1.973 0.597
H -0.753 -1.750 1.592 -0.109
H -2.055 -1.665 0.466 -0.082
H -0.603 -1.385 -1.411 0.337
H 0.689 -1.736 -0.378 0.085
H 0.749 -0.257 -1.347 0.406
H 1.718 -0.522 1.047 -0.301
C -1.228 5.113 -3.671 -2.045
C -1.922 6.451 -3.929 1.624
C -3.009 6.259 -5.014 -1.820
C -2.625 6.824 -2.614 -0.932
C -2.864 8.304 -2.411 -0.903
C -1.663 9.190 -2.753 -1.038
C -1.066 8.896 -4.125 1.477
C -1.891 9.581 -5.203 -1.861
C 0.363 9.474 -4.162 -2.076
N -0.962 7.460 -4.284 0.589
O -0.239 7.071 -5.441 -0.510
H -1.893 4.461 -3.104 0.395
H -0.986 4.573 -4.587 0.397
H -0.337 5.345 -3.084 0.512
H -3.653 7.138 -5.011 0.365
H -2.520 6.030 -5.960 0.413
H -3.631 5.392 -4.776 0.436
H -3.621 6.365 -2.609 0.386
H -2.153 6.352 -1.747 0.319
H -3.731 8.632 -2.988 0.328
H -3.109 8.537 -1.371 0.365
H -0.930 9.237 -1.948 0.394
H -2.107 10.190 -2.826 0.379
H -1.693 10.653 -5.278 0.476
H -2.967 9.454 -5.060 0.340
H -1.676 9.182 -6.200 0.344
H 0.948 9.016 -3.363 0.425
H 0.309 10.548 -3.991 0.445
H 0.803 9.278 -5.137 0.464
H 0.652 6.925 -5.108 0.326
C -6.028 -0.193 -2.025 -1.424
C -4.967 -0.886 -2.841 0.683
C -4.216 -1.963 -2.086 -0.656
O -5.605 -1.433 -4.009 -0.597
H -6.783 -0.946 -1.784 0.376
H -6.456 0.590 -2.649 0.407
H -5.649 0.235 -1.102 0.240
H -4.217 -0.150 -3.161 0.148
H -3.812 -1.541 -1.158 -0.431
H -3.288 -2.290 -2.575 0.476
H -4.779 -2.875 -1.888 0.486
H -4.878 -1.817 -4.509 0.334
C 5.448 3.991 1.458 -1.037
C 5.393 3.459 2.878 0.419
C 5.404 1.947 2.915 -0.958
O 6.472 4.007 3.644 -0.590
H 6.280 3.545 0.907 0.344
H 5.455 5.080 1.449 0.337
H 4.556 3.709 0.885 0.122
H 4.486 3.804 3.377 0.213
H 6.193 1.481 2.316 0.394
H 4.462 1.557 2.510 0.041
H 5.466 1.557 3.931 0.402
H 7.287 3.673 3.256 0.360
C -6.435 -1.024 3.673 -1.396
C -5.332 -1.522 2.764 1.155
C -5.154 -0.643 1.556 -1.075
O -4.079 -1.516 3.472 -0.569
H -6.194 -1.241 4.715 0.402
H -7.412 -1.422 3.402 0.350
H -6.495 0.068 3.660 0.338
H -5.541 -2.526 2.379 -0.244
H -5.123 0.429 1.791 0.475
H -5.988 -0.688 0.852 0.391
H -4.244 -0.835 0.988 -0.139
H -4.124 -2.214 4.133 0.338
```

The LUMO energy comes out at 0.39 eV. The SMILES is CC1(C)CCCC(C)(C)N1O.CC1(C)CCCC(C)(C)N1O.CC1(C)CCCC(C)(C)N1O.CC1(C)CCCC(C)(C)N1O.CC(C)O.CC(C)O.CC(C)O. As for the net charge: 0. For the HOMO energy, the calculation gives -8.17 eV. The value obtained for the electronic energy is -2520.08030 hartree. The value obtained for the orbital gap is 8.6 eV.

Entry from OMol25: a structure of composition C16H12BrI3NNi (ωB97M-V with the def2-TZVPD basis set).

XYZ file:
```
34
Properties=species:S:1:pos:R:3:nbo_charge:R:1
Ni 0.205 -0.052 -0.081 0.783
I 2.742 0.118 -0.670 0.258
C 2.569 2.149 -0.245 -0.141
C 3.687 2.924 -0.185 -0.239
C 3.529 4.308 0.041 -0.199
C 2.279 4.843 0.148 -0.150
C 1.119 4.035 0.056 -0.077
C -0.176 4.606 0.078 -0.164
C -1.272 3.813 -0.068 -0.196
C -1.138 2.408 -0.174 -0.269
C 0.090 1.800 -0.167 -0.196
C 1.250 2.632 -0.102 -0.074
H 4.673 2.504 -0.327 0.236
H 4.406 4.938 0.105 0.235
H 2.152 5.909 0.290 0.227
H -0.274 5.678 0.191 0.226
H -2.262 4.248 -0.087 0.228
H -2.047 1.831 -0.256 0.223
C 1.066 0.285 5.447 -0.639
C 0.125 0.064 4.300 -0.023
C -1.232 -0.180 4.480 -0.125
C -2.068 -0.394 3.393 -0.255
C -1.488 -0.351 2.146 0.149
Br -2.471 -0.640 0.561 0.121
N -0.197 -0.115 1.935 -0.544
C 0.591 0.088 2.992 0.063
H 0.525 0.357 6.388 0.233
H 1.638 1.203 5.312 0.237
H 1.778 -0.537 5.530 0.239
H -1.644 -0.204 5.481 0.238
H -3.125 -0.582 3.513 0.254
H 1.634 0.285 2.770 0.217
I 0.522 -2.694 -0.721 0.035
I -1.452 -4.304 -0.004 0.088
```

The LUMO energy (alpha / beta) comes out at -4.87 / -4.87 eV. As for the net charge: +1. For the HOMO energy (alpha / beta), the calculation gives -11.05 / -11.04 eV. The value obtained for the electronic energy is -5646.83162 hartree. The value obtained for the orbital gap (alpha / beta) is 6.2 / 6.2 eV.

Entry from OMol25: a cluster of 12 separate species, C28H46N12O5S in total in a non-equilibrium geometry (ωB97M-V with the def2-TZVPD basis set).

XYZ file:
```
92
Properties=species:S:1:pos:R:3:mulliken_charge:R:1
C 1.253 0.407 -0.857 -0.357
C 0.167 1.260 -1.496 0.567
O 0.215 2.420 -1.369 -0.494
O -0.830 0.746 -2.259 -0.151
C -1.519 -0.347 -1.627 -0.309
O -2.452 -0.977 -2.452 -0.420
S -3.796 -0.004 -2.725 0.765
O -3.817 0.199 -4.150 -0.625
O -5.140 -0.862 -2.434 -0.246
C -5.403 -0.936 -1.014 -0.861
C -6.161 0.296 -0.495 -0.211
C -7.668 0.283 -0.878 -0.135
N -7.978 1.450 -1.731 -0.629
H 1.883 1.043 -0.252 -0.306
H 1.871 -0.055 -1.628 0.346
H 0.843 -0.356 -0.193 0.319
H -0.791 -1.119 -1.377 0.206
H -1.965 0.014 -0.692 0.376
H -5.994 -1.826 -0.847 0.454
H -4.499 -1.057 -0.425 0.248
H -6.088 0.280 0.589 0.347
H -5.671 1.186 -0.901 0.259
H -8.248 0.410 0.050 0.299
H -7.988 -0.651 -1.357 0.131
H -7.777 2.254 -1.150 0.219
H -8.970 1.443 -1.980 0.174
C -2.728 0.853 2.340 -0.737
C -3.662 -0.235 2.038 0.540
N -4.366 -1.096 1.803 -0.453
H -3.271 1.723 2.702 0.342
H -2.022 0.531 3.101 0.323
H -2.178 1.128 1.443 0.038
C 5.681 1.593 -0.745 -1.091
C 4.863 0.465 -0.291 0.524
N 4.227 -0.411 0.061 -0.328
H 5.089 2.248 -1.380 0.344
H 6.040 2.155 0.108 0.252
H 6.533 1.221 -1.313 0.355
C 8.131 0.858 2.556 -0.503
C 8.841 0.709 1.280 0.349
N 9.373 0.603 0.282 -0.445
H 7.745 1.872 2.645 0.340
H 7.301 0.156 2.606 -0.028
H 8.812 0.662 3.382 0.268
C 2.979 0.736 3.351 -0.448
C 1.596 1.190 3.190 0.339
N 0.519 1.531 3.066 -0.426
H 3.581 1.536 3.779 0.343
H 3.007 -0.128 4.011 0.343
H 3.392 0.453 2.384 -0.146
C 3.523 -4.139 0.385 -0.917
C 3.187 -3.273 1.518 0.393
N 2.952 -2.578 2.384 -0.372
H 4.059 -3.563 -0.367 0.256
H 4.150 -4.962 0.722 0.316
H 2.612 -4.542 -0.054 0.328
C -11.887 0.764 -4.151 -0.858
C -11.211 0.732 -2.852 0.484
N -10.681 0.706 -1.847 -0.467
H -12.918 0.435 -4.038 0.307
H -11.876 1.777 -4.547 0.274
H -11.375 0.103 -4.848 0.258
C 2.323 3.954 0.267 -0.308
C 3.713 3.818 0.715 0.401
N 4.794 3.713 1.051 -0.487
H 1.869 2.975 0.178 -0.285
H 1.756 4.543 0.985 0.345
H 2.291 4.445 -0.703 0.327
C -1.390 2.951 -5.067 -0.367
C -1.519 4.328 -4.578 0.318
N -1.618 5.395 -4.202 -0.419
H -1.895 2.267 -4.395 -0.065
H -1.830 2.869 -6.058 0.320
H -0.338 2.675 -5.123 0.227
C 7.682 -3.535 3.126 -0.784
C 6.919 -2.486 3.806 0.410
N 6.335 -1.666 4.335 -0.441
H 8.182 -4.160 3.862 0.310
H 7.016 -4.151 2.524 0.239
H 8.431 -3.083 2.479 0.289
C -7.337 -4.127 -4.244 -0.938
C -7.603 -3.260 -3.094 0.403
N -7.808 -2.580 -2.208 -0.432
H -6.770 -3.579 -4.994 0.274
H -6.763 -4.995 -3.926 0.280
H -8.278 -4.461 -4.679 0.308
C 9.570 -1.179 6.798 -0.765
C 10.025 -2.210 5.860 0.358
N 10.377 -3.009 5.133 -0.403
H 8.854 -0.524 6.305 0.234
H 9.093 -1.647 7.656 0.288
H 10.420 -0.590 7.138 0.299
```

The LUMO energy comes out at 0.30 eV. As for the net charge: 0. For the HOMO energy, the calculation gives -8.08 eV. The value obtained for the electronic energy is -2525.81908 hartree. The value obtained for the orbital gap is 8.4 eV.